Entry 1:
{"formula": "C6H13O", "method": "ωB97M-V/def2-TZVPD", "e_above_lowest_kj_mol": 17.36, "lumo_energy_ha": 0.1313, "e_homo_ev": -2.0871, "e_tot_ha": -311.62546, "charge": -1, "smiles": "CC[C@H](C)CC[O-]", "symbols": ["C", "C", "C", "C", "C", "C", "O", "H", "H", "H", "H", "H", "H", "H", "H", "H", "H", "H", "H", "H"], "coordinates": [[-2.1737, 1.4163, 0.1444], [-1.1542, 0.4974, 0.8399], [0.1510, 0.2426, 0.0858], [-0.0718, 0.0460, -1.4290], [0.9211, -0.9483, 0.6685], [2.3358, -1.2545, 0.0893], [3.0654, -2.0174, 0.8947], [-2.5448, 0.9437, -0.7674], [-1.7171, 2.3646, -0.1498], [-3.0157, 1.6234, 0.8058], [-0.9226, 1.0170, 1.7727], [-1.6427, -0.4498, 1.0681], [0.7990, 1.1164, 0.1919], [0.8868, 0.0174, -1.9432], [-0.5446, -0.9156, -1.6017], [-0.5467, 0.9430, -1.8319], [0.2852, -1.8236, 0.5200], [0.9986, -0.8295, 1.7550], [2.7674, -0.2529, -0.2058], [2.1238, -1.7363, -0.9074]], "nbo_charge": [-0.606, -0.384, -0.218, -0.623, -0.418, 0.011, -0.948, 0.196, 0.191, 0.192, 0.191, 0.189, 0.180, 0.218, 0.198, 0.184, 0.163, 0.190, 0.044, 0.052]}

---

Entry 2:
{"formula": "C6H13O2", "method": "ωB97M-V/def2-TZVPD", "e_above_lowest_kj_mol": 4.31, "lumo_energy_ha": 0.1376, "e_homo_ev": -4.0728, "e_tot_ha": -386.95787, "charge": -1, "symbols": ["C", "C", "O", "O", "H", "H", "H", "C", "C", "C", "C", "H", "H", "H", "H", "H", "H", "H", "H", "H", "H"], "coordinates": [[-2.0346, -2.0161, 0.8780], [-1.0889, -0.8682, 1.3209], [0.0618, -1.2341, 1.6582], [-1.5554, 0.2912, 1.2602], [-1.9009, -2.1411, -0.2014], [-3.0716, -1.7458, 1.0781], [-1.7282, -2.9196, 1.4031], [0.8213, 0.8208, -1.0977], [1.2651, 1.8472, -0.0715], [0.6474, 1.4568, -2.4687], [1.7898, -0.3484, -1.2097], [-0.1509, 0.4416, -0.7815], [2.2921, 2.1842, -0.2612], [1.5997, 1.8502, -2.8427], [0.3782, 0.7166, -3.2306], [-0.0934, 2.2584, -2.4729], [2.7695, -0.0075, -1.5722], [1.9100, -0.9036, -0.2739], [1.2335, 1.4158, 0.9271], [0.5906, 2.7122, -0.0624], [1.4284, -1.0651, -1.9484]], "nbo_charge": [-0.740, 0.763, -0.802, -0.797, 0.196, 0.194, 0.198, -0.243, -0.602, -0.594, -0.603, 0.240, 0.170, 0.179, 0.191, 0.199, 0.171, 0.246, 0.247, 0.198, 0.189]}

---

Entry 3:
{"formula": "C6H13O3SSi", "method": "ωB97M-V/def2-TZVPD", "e_above_lowest_kj_mol": 101.35, "lumo_energy_ha": 0.1311, "e_homo_ev": -4.2606, "e_tot_ha": -1149.81455, "charge": -1, "symbols": ["C", "C", "C", "C", "C", "C", "O", "O", "O", "Si", "S", "H", "H", "H", "H", "H", "H", "H", "H", "H", "H", "H", "H", "H"], "coordinates": [[0.3876, -2.5787, -0.7601], [-0.6482, -1.7228, -0.9409], [-0.5464, -1.3150, 1.5937], [0.1357, 1.2507, -1.9065], [0.7084, 1.8088, 1.0941], [-0.9228, -0.6339, 0.2507], [-3.4006, -0.5357, 1.2806], [-3.2728, -0.3470, -1.1758], [-2.3092, 1.3706, 0.2233], [-0.6909, 1.5539, -0.1890], [-2.6163, -0.1283, 0.1119], [0.5013, -3.5046, -1.2336], [1.1526, -2.4329, -0.0593], [-1.2921, -1.8993, -1.7306], [-1.0510, -0.7049, 2.2813], [-0.9021, -2.2966, 1.5530], [0.5390, -1.3695, 1.5966], [0.8855, 1.9828, -2.1794], [0.6443, 0.2859, -2.0421], [-0.7736, 1.3709, -2.6383], [0.6299, 2.8316, 1.5195], [0.4561, 1.1308, 1.8952], [1.6386, 1.8093, 0.6656], [-1.1058, 3.0158, -0.2598]], "nbo_charge": [-0.484, -0.129, -0.623, -1.105, -1.101, -0.673, -0.992, -0.977, -1.023, 1.563, 2.352, 0.177, 0.170, 0.204, 0.225, 0.203, 0.203, 0.215, 0.227, 0.226, 0.213, 0.220, 0.219, -0.308]}

---

Entry 4:
{"formula": "C6H13O3Sr", "method": "ωB97M-V/def2-TZVPD", "lumo_energy_ha": [-0.0332, -0.0357], "spin_multiplicity": 2, "e_homo_ev": [-4.6914, -4.6620], "e_tot_ha": -492.38989, "symbols": ["C", "O", "C", "C", "O", "C", "C", "O", "C", "Sr", "H", "H", "H", "H", "H", "H", "H", "H", "H", "H", "H", "H", "H"], "coordinates": [[2.2459, 1.6648, -0.7111], [2.1105, 0.9492, 0.5389], [2.6862, -0.3442, 0.4635], [1.6365, -1.2759, -0.1134], [0.3326, -0.9864, 0.4250], [-0.7523, -1.5074, -0.3252], [-2.0002, -0.7939, 0.1268], [-1.7264, 0.6018, 0.0714], [-2.8757, 1.4199, 0.2393], [0.2048, 1.2327, 1.1458], [2.2220, 2.7582, -0.6135], [1.2775, 1.6159, -1.2670], [3.7036, 0.3895, 0.7607], [1.8834, -2.3287, 0.0882], [1.5940, -1.1741, -1.2093], [-0.8510, -2.5914, -0.1666], [-0.5808, -1.3202, -1.3973], [-2.2746, -1.0742, 1.1565], [-2.8370, -1.0439, -0.5414], [-2.5490, 2.4628, 0.1657], [-3.6048, 1.1995, -0.5526], [-3.3334, 1.2438, 1.2242], [3.4882, -1.0977, 0.4914]], "lowdin_spin": [0.022, 0.159, 0.240, 0.057, 0.013, 0.005, 0.002, 0.001, 0.001, 0.026, 0.003, 0.001, 0.308, 0.005, 0.004, 0.000, 0.000, 0.000, 0.000, 0.000, 0.000, 0.000, 0.149]}

---

Entry 5:
{"formula": "C6H13O4P", "method": "ωB97M-V/def2-TZVPD", "e_above_lowest_kj_mol": 317.86, "lumo_energy_ha": 0.0286, "e_homo_ev": -9.7076, "e_tot_ha": -878.68504, "smiles": "COP(=O)(OC)[C@@H]1OC1(C)C", "symbols": ["C", "O", "P", "O", "O", "C", "C", "O", "C", "C", "C", "H", "H", "H", "H", "H", "H", "H", "H", "H", "H", "H", "H", "H"], "coordinates": [[-0.0175, 2.9255, -1.2724], [0.1901, 1.6143, -1.8025], [0.8926, 0.5776, -0.7130], [1.7550, -0.3669, -1.3976], [1.6246, 1.5999, 0.2942], [2.8626, 1.3550, 0.8832], [-0.6507, -0.1025, 0.5848], [-0.4253, -0.9375, 1.5909], [-1.1761, -1.4657, 0.5381], [-0.4668, -2.5972, -0.2222], [-2.6104, -1.9138, 0.6553], [-0.5026, 2.8655, -0.2947], [-0.7449, 3.3290, -2.1054], [0.8899, 3.4804, -1.4795], [3.1096, 0.3594, 0.7279], [2.9370, 1.4130, 1.9604], [3.5695, 2.1152, 0.5694], [-1.3757, 0.6368, 0.9450], [-0.2804, -3.4565, 0.4362], [0.4993, -2.2306, -0.6786], [-1.1451, -2.9080, -1.0086], [-2.7627, -2.9415, 0.9477], [-2.8733, -2.0048, -0.4575], [-3.2987, -1.3465, 1.2991]], "nbo_charge": [-0.268, -0.796, 2.257, -1.075, -0.829, -0.242, -0.163, -0.488, 0.209, -0.643, -0.643, 0.196, 0.190, 0.200, 0.197, 0.182, 0.185, 0.193, 0.219, 0.248, 0.205, 0.222, 0.223, 0.222]}

---

Entry 6:
{"formula": "C6H13O4Pb", "method": "ωB97M-V/def2-TZVPD", "e_above_lowest_kj_mol": 67.13, "lumo_energy_ha": [0.0122, 0.0109], "spin_multiplicity": 2, "e_homo_ev": [-4.2866, -8.6022], "e_tot_ha": -730.04754, "symbols": ["C", "O", "H", "H", "H", "O", "C", "C", "O", "C", "C", "O", "C", "Pb", "H", "H", "H", "H", "H", "H", "H", "H", "H", "H"], "coordinates": [[-1.5731, 0.9313, 1.3240], [-1.2759, -0.1715, 2.1431], [-1.6237, 0.6191, 0.2628], [-2.4972, 1.4105, 1.6846], [-0.7257, 1.6404, 1.2755], [0.1801, 0.6860, -2.5814], [-0.8437, 0.1602, -3.0020], [-1.3108, -1.1437, -2.4315], [-0.4142, -1.7012, -1.5560], [-0.2262, -1.1861, 1.4773], [1.1363, -0.5428, 1.6087], [1.3991, 0.2422, 0.4463], [2.2681, 1.3454, 0.6601], [1.4491, -0.7974, -1.5150], [-1.5371, 0.7304, -3.6487], [-1.5780, -1.7822, -3.3032], [-2.2890, -0.9150, -1.9473], [-0.2779, -2.0600, 2.1404], [-0.7343, -1.1929, 0.5033], [1.9320, -1.2805, 1.7961], [1.1472, 0.1105, 2.4965], [2.3516, 1.8639, -0.3003], [1.8149, 2.0299, 1.3926], [3.2283, 1.0036, 1.0740]], "lowdin_spin": [0.000, 0.001, 0.000, 0.000, 0.000, 0.247, 0.492, 0.083, 0.005, 0.002, 0.004, 0.006, 0.002, 0.069, 0.035, 0.024, 0.026, 0.000, 0.001, 0.002, 0.000, 0.001, 0.000, 0.000]}

---

Entry 7:
{"formula": "C6H13O5Pd", "method": "ωB97M-V/def2-TZVPD", "e_above_lowest_kj_mol": 0.00, "lumo_energy_ha": [0.0191, -0.0395], "spin_multiplicity": 4, "e_homo_ev": [-7.2954, -9.0326], "e_tot_ha": -740.21707, "symbols": ["O", "C", "C", "O", "C", "C", "O", "Pd", "H", "H", "H", "H", "H", "H", "H", "H", "O", "C", "O", "C", "H", "H", "H", "H", "H"], "coordinates": [[1.4063, 1.2242, -1.1949], [0.0966, 0.7711, -1.2110], [-0.0518, -0.5674, -0.4918], [0.9859, -1.4114, -0.9911], [1.3840, -2.5371, -0.2092], [2.7994, -2.8962, -0.6647], [3.6234, -1.7765, -0.6999], [2.4452, -0.3572, -1.1091], [-0.2869, 0.6612, -2.2452], [-1.0374, -1.0265, -0.6652], [0.0965, -0.4391, 0.5951], [0.6776, -3.3693, -0.3510], [1.3868, -2.2443, 0.8551], [2.7273, -3.3780, -1.6616], [3.1788, -3.6711, 0.0291], [-0.6285, 1.5150, -0.7199], [-1.2326, 3.6494, 0.9858], [-2.5167, 1.2697, 1.8106], [-2.8861, 2.0359, 0.6785], [-1.9264, 2.8349, 0.1354], [-3.3539, 0.5988, 2.0287], [-1.6177, 0.6683, 1.5997], [-2.3325, 1.9108, 2.6862], [-2.3224, 3.3853, -0.7214], [-0.6152, 3.1495, 1.5321]], "lowdin_spin": [0.283, 0.067, 0.012, 0.117, 0.009, 0.015, 0.268, 1.282, 0.006, 0.001, 0.000, 0.002, 0.000, 0.005, 0.000, 0.026, 0.141, 0.012, 0.160, 0.547, 0.000, 0.004, 0.003, 0.029, 0.010]}

---

Entry 8:
{"formula": "C6H13O6P", "method": "ωB97M-V/def2-TZVPD", "e_above_lowest_kj_mol": 406.03, "lumo_energy_ha": 0.0051, "e_homo_ev": -9.1297, "e_tot_ha": -1029.02107, "symbols": ["C", "C", "C", "C", "C", "C", "O", "O", "O", "O", "O", "O", "P", "H", "H", "H", "H", "H", "H", "H", "H", "H", "H", "H", "H", "H"], "coordinates": [[-0.0793, -1.0015, 0.1301], [0.7733, -0.8337, -1.2108], [-1.5632, -0.5818, -0.0614], [2.1787, -0.5492, -0.6762], [-2.0745, 0.8618, 0.6234], [2.2181, 0.7533, -0.0444], [0.0368, -2.2081, 0.7916], [0.3636, 0.1571, -2.0478], [-2.3786, -1.5834, 0.4919], [2.5556, -1.6594, 0.0935], [-3.2327, 1.3041, -0.0945], [2.7287, 0.6856, 1.1579], [-0.7506, 2.0563, 0.7606], [0.4245, -0.2126, 0.8196], [0.6515, -1.8510, -1.7333], [-1.7133, -0.5410, -1.1030], [2.9934, -0.5642, -1.5345], [-2.3150, 0.5217, 1.5975], [0.9073, -2.4544, 0.8962], [0.4583, 0.9730, -1.5914], [-1.8612, -2.3829, 0.3466], [3.0339, -1.3079, 0.8665], [-4.1526, 0.9622, 0.0192], [2.6229, 1.6037, 1.5641], [-1.1405, 2.6727, -0.4512], [-1.6503, 2.9720, 1.3815]], "nbo_charge": [0.049, 0.085, 0.063, -0.126, -0.178, 0.238, -0.729, -0.692, -0.717, -0.740, -0.767, -0.676, 0.257, 0.143, 0.197, 0.178, 0.238, 0.201, 0.500, 0.483, 0.485, 0.481, 0.504, 0.522, 0.003, -0.001]}

---

Entry 9:
{"formula": "C6H13OS", "method": "ωB97M-V/def2-TZVPD", "e_above_lowest_kj_mol": 0.00, "lumo_energy_ha": 0.1375, "e_homo_ev": -2.9507, "e_tot_ha": -709.85626, "charge": -1, "symbols": ["C", "C", "C", "S", "H", "H", "H", "H", "H", "H", "H", "C", "C", "C", "O", "H", "H", "H", "H", "H", "H"], "coordinates": [[-0.0138, -2.8680, 0.9660], [0.8090, -1.7378, 0.3425], [1.2605, -0.6852, 1.3643], [-0.1158, 0.1782, 2.2012], [0.5164, -3.3187, 1.8049], [-0.2848, -3.6112, 0.2167], [-0.9357, -2.4373, 1.3501], [1.6862, -2.1540, -0.1599], [0.1849, -1.2217, -0.3870], [1.8624, 0.0620, 0.8269], [1.9101, -1.1466, 2.1129], [-0.0350, 0.7439, -3.5026], [-0.8316, 1.1348, -2.2841], [-0.2780, 1.6600, -1.1992], [-0.9576, 2.0313, -0.1012], [-0.5194, 1.0757, -4.4267], [0.9627, 1.1844, -3.4694], [0.0786, -0.3412, -3.5655], [-1.8971, 0.9439, -2.2795], [0.8005, 1.8512, -1.1787], [-0.6779, 1.4524, 0.6972]], "nbo_charge": [-0.616, -0.408, -0.510, -0.644, 0.186, 0.180, 0.231, 0.167, 0.202, 0.178, 0.174, -0.625, -0.317, 0.176, -0.780, 0.191, 0.201, 0.199, 0.193, 0.133, 0.491]}

---

Entry 10:
{"formula": "C6H13P", "method": "ωB97M-V/def2-TZVPD", "e_above_lowest_kj_mol": 180.07, "lumo_energy_ha": 0.0367, "e_homo_ev": -8.7301, "e_tot_ha": -577.66719, "smiles": "C/C=C(/C)P(C)C", "symbols": ["C", "C", "C", "C", "P", "C", "C", "H", "H", "H", "H", "H", "H", "H", "H", "H", "H", "H", "H", "H"], "coordinates": [[2.2050, -1.5079, 0.4777], [1.8410, -0.1530, 0.0471], [0.7131, 0.4175, 0.1946], [0.3769, 1.7545, -0.3354], [-0.8974, -0.9357, 0.5740], [-1.9810, 0.4478, 1.1835], [-1.5066, -0.8019, -1.1875], [2.9369, -1.8498, -0.2511], [1.4289, -2.2529, 0.5424], [2.7019, -1.4584, 1.4934], [2.6580, 0.4167, -0.4994], [1.2616, 2.3179, -0.0263], [0.3175, 1.9231, -1.4430], [-0.5453, 2.1564, 0.2788], [-2.2367, 1.0561, 0.3046], [-1.2961, 0.8607, 1.9448], [-2.9566, 0.0692, 1.6619], [-0.7758, -0.5531, -1.8639], [-2.3526, -0.1814, -1.5019], [-1.8927, -1.7258, -1.5942]], "nbo_charge": [-0.644, -0.226, -0.147, -0.690, 0.724, -0.945, -0.958, 0.212, 0.225, 0.219, 0.184, 0.224, 0.227, 0.222, 0.227, 0.231, 0.234, 0.229, 0.223, 0.228]}

---

Entry 11:
{"formula": "C6H13P", "method": "ωB97M-V/def2-TZVPD", "e_above_lowest_kj_mol": 260.75, "lumo_energy_ha": 0.0220, "e_homo_ev": -8.3565, "e_tot_ha": -577.63646, "smiles": "CP=C(C)C.C=C", "symbols": ["C", "P", "C", "C", "C", "H", "H", "H", "H", "H", "H", "H", "H", "H", "C", "C", "H", "H", "H", "H"], "coordinates": [[1.8214, 1.4509, -1.5187], [0.3318, 0.5469, -0.8109], [0.1404, 1.1307, 0.7990], [1.1457, 1.8977, 1.5160], [-0.9692, 0.6729, 1.6527], [1.9016, 1.2319, -2.5869], [1.9324, 2.4439, -1.0253], [2.7406, 0.9060, -1.0294], [0.8497, 2.9845, 1.7140], [1.4413, 1.2572, 2.3202], [2.1246, 2.1270, 0.8513], [-1.2938, 1.4842, 2.2813], [-0.6479, -0.0063, 2.4367], [-1.6044, 0.0988, 0.9606], [-1.4170, -3.5427, -0.9141], [-1.8395, -2.5746, -1.6418], [-0.9605, -3.4299, 0.0990], [-1.5403, -4.6335, -1.1987], [-2.4871, -2.5612, -2.5509], [-1.6699, -1.4844, -1.3540]], "nbo_charge": [-0.971, 0.591, -0.322, -0.676, -0.668, 0.249, 0.241, 0.229, 0.231, 0.227, 0.203, 0.224, 0.215, 0.233, -0.400, -0.393, 0.199, 0.191, 0.200, 0.199]}

---

Entry 12:
{"formula": "C6H14", "method": "ωB97M-V/def2-TZVPD", "e_above_lowest_kj_mol": 839.27, "lumo_energy_ha": -0.0152, "e_homo_ev": -5.7652, "e_tot_ha": -236.69174, "symbols": ["C", "C", "C", "C", "C", "C", "H", "H", "H", "H", "H", "H", "H", "H", "H", "H", "H", "H", "H", "H"], "coordinates": [[-2.0166, 1.5894, 0.0012], [-1.4301, 0.1393, 0.6161], [-0.3302, -0.5512, -0.0003], [0.9807, -0.0184, 0.1635], [1.7993, 0.2455, -1.0233], [2.2294, -0.9284, 0.3958], [-2.6006, 1.3354, -0.9077], [-1.1228, 2.2562, -0.3146], [-2.7492, 1.9397, 0.8061], [-1.3660, 0.3879, 1.8058], [-2.4156, -0.3958, 0.8080], [-4.3986, -2.1452, -1.0527], [-0.6938, -1.5601, -0.2556], [0.9422, 0.8024, 0.9041], [1.3747, -0.1381, -1.9210], [-4.0634, -2.8112, -1.1104], [2.4995, 1.1105, -1.1811], [1.8740, -1.1921, 1.4313], [3.3203, -0.6491, 0.2936], [2.0040, -1.7974, -0.2240]], "nbo_charge": [-0.625, -0.413, -0.437, -0.275, -0.266, -0.619, 0.195, 0.198, 0.205, 0.158, 0.205, 0.002, 0.208, 0.221, 0.216, -0.002, 0.223, 0.301, 0.258, 0.246]}

---

Which formula does entry 5 have? C6H13O4P